1.
{
  "formula": "C4H8N4O",
  "method": "ωB97M-V/def2-TZVPD",
  "spin_multiplicity": 1,
  "orbital_gap_ev": 8.47,
  "smiles": "CN/N=c1\\occn1N",
  "e_homo_ha": -0.2795,
  "e_lumo_ev": 0.86,
  "symbols": ["O", "N", "N", "N", "N", "C", "C", "C", "C", "H", "H", "H", "H", "H", "H", "H", "H"],
  "xyz": [[-0.787899, -1.444453, 0.044291], [-1.624573, 0.608367, -0.061130], [1.794625, -0.451441, -0.464348], [-1.645177, 1.987246, -0.029144], [0.756317, 0.524887, -0.235031], [-0.401091, -0.105528, -0.155098], [-2.204356, -1.581558, -0.149019], [3.065983, -0.092796, 0.151247], [-2.675562, -0.256535, -0.019973], [-3.738664, 0.048411, -0.184895], [-2.656651, -2.543371, 0.160021], [3.436339, 0.872528, -0.318180], [1.626671, -1.284792, 0.192789], [-0.929088, 2.050145, -0.691467], [2.784245, 0.189319, 1.119723], [-0.772567, 2.246777, 0.692093], [3.971449, -0.767200, -0.051886]],
  "atomic_forces_ev_per_a": [[1.12, 0.80, -1.44], [0.88, -2.42, 0.61], [0.20, -2.85, 1.09], [2.91, 0.89, 2.68], [-1.74, -2.62, 0.06], [-1.27, 0.57, 1.27], [0.09, 3.38, 2.03], [1.66, 2.67, -2.56], [-1.13, -2.81, -1.45], [1.32, -0.02, 0.54], [0.53, 0.89, -0.61], [-0.47, -0.83, 0.38], [-0.70, 1.08, -1.73], [0.88, 1.72, -3.03], [0.82, 0.00, 2.11], [-3.11, -0.73, -0.66], [-1.97, 0.29, 0.69]],
  "mulliken_charge": [-0.365, 0.504, -0.380, -1.000, -0.408, 0.488, -0.448, -0.820, -0.042, 0.342, 0.315, 0.239, 0.252, 0.320, 0.407, 0.330, 0.266]
}

---

2.
{
  "formula": "C4H8N4O",
  "method": "ωB97M-V/def2-TZVPD",
  "spin_multiplicity": 1,
  "orbital_gap_ev": 8.10,
  "e_homo_ha": -0.3043,
  "e_lumo_ev": -0.18,
  "symbols": ["O", "N", "N", "N", "N", "C", "C", "C", "C", "H", "H", "H", "H", "H", "H", "H", "H"],
  "xyz": [[-0.681597, -1.759281, 1.066096], [1.440911, -0.531974, 0.950894], [2.065042, -0.110180, -1.364523], [-0.709246, 1.510957, -0.968841], [-1.076852, -0.698601, -1.531537], [1.393642, -0.185674, -0.213473], [-0.587932, 0.459630, 2.066181], [-0.539130, 0.263408, -0.727903], [-0.207071, -0.649692, 1.115686], [2.546412, -0.953156, -1.649826], [-1.796638, -0.391412, -2.172971], [-0.084354, 1.394766, 1.838526], [-1.230378, -1.595779, -1.090298], [-1.667501, 0.597547, 2.020548], [1.634354, 0.423250, -2.107263], [-0.209246, 2.089626, -0.297172], [-0.290415, 0.136565, 3.065875]],
  "atomic_forces_ev_per_a": [[0.21, 0.85, -0.31], [-0.67, -0.32, 0.40], [0.20, 0.00, -0.22], [-0.26, -0.25, 0.17], [-0.06, -0.11, 0.00], [-2.03, 0.11, -0.10], [-0.31, 0.28, -0.50], [1.10, 0.64, -0.44], [1.68, -1.04, 0.97], [-0.02, 0.10, 0.05], [0.03, -0.02, 0.08], [0.00, -0.07, -0.02], [-0.01, 0.10, -0.04], [0.03, 0.01, 0.08], [0.03, -0.07, 0.14], [0.06, -0.10, -0.13], [0.02, -0.11, -0.13]],
  "mulliken_charge": [-0.633, -0.599, -0.454, -0.814, -0.400, 0.650, -1.090, -0.086, 1.098, 0.263, 0.251, 0.306, 0.268, 0.289, 0.316, 0.279, 0.355]
}

---

3.
{
  "formula": "C4H8N6O2",
  "method": "ωB97M-V/def2-TZVPD",
  "spin_multiplicity": 1,
  "orbital_gap_ev": 9.86,
  "smiles": "C=CO/C=N/N.Nc1nnno1",
  "e_homo_ha": -0.3373,
  "e_lumo_ev": 0.68,
  "symbols": ["O", "O", "N", "N", "N", "N", "N", "N", "C", "C", "C", "C", "H", "H", "H", "H", "H", "H", "H", "H"],
  "xyz": [[-1.952745, -0.057723, 0.979697], [2.195505, -1.708129, -0.317732], [-1.176508, -0.752260, -2.433326], [3.437708, -2.321577, -0.074710], [3.638721, -0.201117, 0.318165], [1.402076, 0.476768, -0.113350], [4.242450, -1.438389, 0.285040], [-1.293503, -0.066362, -1.219166], [-1.729538, -0.688932, -0.207884], [2.406699, -0.435075, -0.035110], [-1.538508, 1.260698, 1.160189], [-1.826352, 1.881774, 2.286234], [-1.605312, -0.166036, -3.147991], [1.706242, 1.436401, -0.068757], [-0.965325, 1.664218, 0.319454], [-1.641426, -1.647189, -2.431064], [-1.508144, 2.894838, 2.450693], [-2.412694, 1.405015, 3.053549], [-1.973342, -1.745185, -0.143133], [0.593995, 0.208262, -0.660800]],
  "atomic_forces_ev_per_a": [[0.34, -0.24, -0.07], [-0.40, 0.17, 0.09], [0.26, 0.35, -0.19], [0.79, -0.37, 0.09], [0.41, -0.15, 0.22], [0.76, -0.91, 0.10], [-1.10, 0.26, -0.27], [-0.71, -0.26, 0.06], [0.10, 0.97, 0.20], [0.00, 0.75, -0.09], [0.24, -0.32, -0.63], [-0.13, -0.04, -0.12], [0.27, -0.17, 0.21], [-0.17, -0.09, -0.12], [-0.36, -0.05, 0.50], [-0.21, -0.31, 0.07], [0.12, 0.15, -0.07], [-0.04, -0.13, 0.11], [-0.15, -0.03, -0.08], [-0.02, 0.41, -0.02]],
  "mulliken_charge": [-0.365, -0.153, -0.687, -0.035, -0.417, -0.248, -0.204, -0.345, 0.202, 0.610, 0.229, -0.804, 0.245, 0.220, 0.269, 0.255, 0.247, 0.274, 0.410, 0.297]
}

---

4.
{
  "formula": "C4H8NO",
  "method": "ωB97M-V/def2-TZVPD",
  "charge": 1,
  "spin_multiplicity": 1,
  "orbital_gap_ev": [8.72, 9.20],
  "smiles": "C=[N+]1CCCO1",
  "e_homo_ha": [-0.5490, -0.5536],
  "e_lumo_ev": [-6.22, -5.86],
  "symbols": ["O", "N", "C", "C", "C", "C", "H", "H", "H", "H", "H", "H", "H", "H"],
  "xyz": [[1.326344, -0.012343, -0.209273], [0.256694, -0.827553, 0.076900], [0.725618, 1.259027, -0.448578], [0.667456, -2.334408, 0.262905], [-1.003617, -0.132587, 0.099947], [-0.699497, 1.331460, 0.181973], [-1.615579, -0.562447, 0.916590], [-0.555546, 1.613006, 1.278854], [0.038244, -3.104910, 0.364521], [1.407835, 2.195570, -0.138627], [1.802583, -2.340709, 0.299340], [-1.417115, 1.887300, -0.434625], [-1.673927, -0.385419, -0.674483], [0.740506, 1.414013, -1.575444]],
  "atomic_forces_ev_per_a": [[-1.56, -0.63, 1.12], [3.17, -7.60, 0.33], [1.12, 4.76, -2.01], [2.93, 10.52, -1.19], [-1.91, -1.08, 1.90], [2.08, -0.59, 0.99], [0.69, 0.42, 0.27], [-0.70, 0.13, -1.62], [-2.83, -2.32, 0.47], [-1.18, -2.66, 0.00], [-1.77, -0.30, -0.21], [0.45, 0.22, 0.63], [-0.03, -0.36, -1.88], [-0.49, -0.52, 1.19]],
  "mulliken_charge": [-0.228, 0.351, -0.470, -0.328, -0.590, -0.308, 0.357, 0.269, 0.366, 0.319, 0.310, 0.329, 0.337, 0.285]
}

---

Result set for max |F|: 0.079, 0.043, 0.023, 0.214 hartree/bohr, one per record in the order listed.
Result set for energy above the lowest of the compared OMol25 structures with the same formula, charge and spin: 572.1, 392.6, 76.1, 452.3 kJ/mol, one per record in the order listed.